Computed, not measured: C35H52N4RuS2Sb2Si as an isolated structure, with wB97M-V/def2-TZVPD.

Results
Multiplicity: 2
E_LUMO (spin up / spin down), eV: -2.93 / -3.46
Charge: +1
Molecular weight, g mol⁻¹: 965.64
DFT total energy, eV: -88301.4846
ΔE to the lowest compared entry with this formula, charge and spin, kcal/mol: 0.0
<S²>: 0.76
Orbital gap (spin up / spin down), eV: 7.1 / 6.5
HOMO (spin up / spin down), eV: -10.01 / -9.93

CARTESIAN COORDINATES (ANGSTROEM)
Ru 0.1773 0.1975 0.0367
C -0.9734 -1.2752 3.7755
Sb 0.2680 -0.0052 2.6103
C -0.0938 1.8532 3.5731
C 2.1700 -0.5331 3.4849
C 3.0703 0.6545 3.6620
C 2.9533 1.4063 4.8316
C 3.7147 2.5406 5.0504
C 4.6278 2.9443 4.0872
C 4.7709 2.1965 2.9317
C 4.0092 1.0505 2.6988
C 4.2284 0.2915 1.4227
Sb 2.8256 0.8782 -0.0921
C 3.2893 2.9404 -0.2574
C 3.8384 0.1409 -1.8148
H -0.9774 -0.9170 4.8042
H -0.5763 -2.2881 3.7417
H -1.9813 -1.2647 3.3675
H -0.1012 1.7342 4.6550
H -1.0573 2.2421 3.2445
H 0.6870 2.5595 3.2939
H 2.6016 -1.3088 2.8525
H 1.9395 -0.9802 4.4526
H 2.2477 1.0844 5.5896
H 3.6024 3.1004 5.9693
H 5.2362 3.8253 4.2419
H 5.5036 2.4952 2.1903
H 4.1365 -0.7874 1.5484
H 5.2212 0.4970 1.0221
H 4.3500 3.0735 -0.4651
H 3.0272 3.4435 0.6717
H 2.6989 3.3659 -1.0683
H 4.8890 0.4243 -1.7729
H 3.3865 0.5694 -2.7087
H 3.7545 -0.9439 -1.8588
C -2.2422 5.0855 -1.5097
Si -0.6687 4.9522 -2.5028
C -0.9078 5.7489 -4.1753
C 0.7621 5.7327 -1.5880
C -0.2291 3.1295 -2.8080
C 0.0843 2.6530 -4.0800
C 0.4442 1.3252 -4.2949
C 0.4634 0.4625 -3.2184
N 0.1495 0.8849 -1.9928
C -0.1595 2.1798 -1.7894
S -0.3618 2.4130 -0.0571
H -2.5732 6.1270 -1.5091
H -2.1040 4.7767 -0.4737
H -3.0446 4.4813 -1.9374
H -1.2305 6.7831 -4.0384
H -1.6800 5.2386 -4.7551
H 0.0076 5.7743 -4.7699
H 0.5803 6.7963 -1.4196
H 1.6936 5.6383 -2.1506
H 0.9023 5.2622 -0.6120
H 0.0508 3.3273 -4.9273
H 0.6962 0.9638 -5.2817
H 0.7234 -0.5836 -3.3199
C -2.3351 -4.0446 -2.1006
N -2.2622 -2.8432 -2.8883
C -3.3213 -2.6972 -3.8640
C -1.7734 -1.6609 -2.2038
C -2.4989 -1.1567 -0.9639
C -3.8585 -1.4479 -0.8392
C -4.6262 -0.9611 0.2057
C -4.0250 -0.1370 1.1420
C -2.6720 0.1452 1.0276
C -1.8543 -0.3658 0.0089
H -2.4901 -4.9034 -2.7576
H -3.1411 -4.0490 -1.3485
H -1.3865 -4.1911 -1.5777
H -3.2479 -3.5004 -4.6016
H -3.2035 -1.7493 -4.3891
H -4.3402 -2.7288 -3.4530
H -1.7684 -0.8558 -2.9419
H -0.7303 -1.8425 -1.9369
H -4.3353 -2.0610 -1.5907
H -5.6803 -1.1993 0.2688
H -4.6021 0.2963 1.9499
H -2.2583 0.8348 1.7564
C 0.4836 -6.9937 0.1009
C -0.0734 -5.6643 0.4799
C -1.2608 -5.4588 1.1225
C -1.6382 -4.1358 1.4190
N -0.8825 -3.0939 1.0932
C 0.2340 -3.2900 0.4052
S 1.2075 -2.0404 -0.2209
N 0.6450 -4.5694 0.1396
C -2.9225 -3.8318 2.1098
H -0.1714 -7.7913 0.4390
H 1.4689 -7.1366 0.5473
H 0.5887 -7.0645 -0.9832
H -1.8865 -6.2942 1.3972
H 1.5062 -4.6751 -0.3819
H -3.5706 -4.7032 2.1657
H -3.4224 -3.0177 1.5811
H -2.7154 -3.4788 3.1222

These are the Mulliken partial charges, in e, on atoms 1 to 2: number 1, Ru, carries -0.74; number 2, C, carries -1.40